No. 1
The following is a DFT calculation (the ωB97M-V functional and the def2-TZVPD basis) of a structure of composition C25H44InO2P2 at a distorted geometry.

Its total energy is -2001.5852 Ha. The value obtained for the energy above the lowest of the compared OMol25 structures with the same formula, charge and spin is 995.3 kJ/mol. The LUMO energy (alpha / beta) comes out at -5.88 / -5.95 eV. The orbital gap (alpha / beta) is 2.906 / 2.865 eV.

ORCA input file:
```
! RIJCOSX wB97M-V def2-TZVPD def2/J DEFGRID3
* xyz 1 1
In 1.49 -0.50 -1.02
P -1.79 -0.65 -2.73
P 3.85 -0.62 0.96
O -0.65 -2.96 -0.24
O -1.66 -2.19 1.60
C -0.87 -2.07 0.56
C 3.14 1.10 1.49
C -1.93 -1.85 -4.20
C -1.38 1.17 -2.84
C -0.26 -1.47 -2.18
C 4.49 0.62 -1.53
C -2.00 2.59 2.68
C -4.05 2.89 1.13
C -3.23 2.18 2.13
C -2.31 -3.51 1.65
C 3.06 -2.25 1.16
C -3.59 0.94 2.74
C 1.54 0.34 -3.57
C -4.76 0.09 2.46
C 3.60 1.35 -2.51
C -2.58 0.60 3.67
C -2.53 -0.62 4.51
C 3.27 -1.47 -3.46
C -1.31 3.85 2.34
C 2.13 -0.86 -4.25
C 4.07 -0.83 -1.02
C -0.35 1.68 4.42
C 3.06 -1.61 -1.93
C 2.07 1.01 -2.46
C -1.58 1.62 3.62
H 3.65 2.43 -2.31
H -1.03 -1.83 -4.84
H 0.49 2.10 3.85
H 2.98 -2.68 -1.65
H 2.90 1.97 0.84
H -1.07 1.59 -3.80
H 3.14 -2.47 2.22
H 0.69 0.76 -4.11
H -1.76 -0.52 5.31
H 2.26 0.92 2.11
H 3.97 1.27 -3.54
H -2.83 -3.44 2.60
H -5.33 -0.14 3.38
H 3.50 -2.48 -3.84
H -3.41 3.43 0.44
H -1.46 4.12 1.29
H -0.24 3.77 2.53
H -0.62 1.47 -2.10
H -0.56 -2.54 -2.20
H -2.81 -1.78 -4.85
H -4.71 3.63 1.61
H -1.69 4.68 2.95
H 3.67 -3.02 0.66
H -4.69 2.20 0.56
H -5.44 0.58 1.76
H 3.91 1.56 2.16
H -1.54 -4.31 1.63
H -2.00 -2.87 -3.73
H 1.35 -1.62 -4.50
H 4.95 -1.49 -1.05
H -2.29 1.73 -2.58
H 5.50 0.54 -1.96
H 2.01 -2.35 0.84
H 1.48 1.88 -2.15
H 0.59 -1.71 -2.89
H 2.48 -0.52 -5.24
H 4.19 -0.91 -3.67
H -3.00 -3.60 0.80
H -4.47 -0.88 2.02
H -0.47 2.30 5.32
H -3.52 -0.79 4.98
H -2.29 -1.51 3.89
H 4.64 1.27 -0.66
H -0.05 0.68 4.76
*
```

No. 2
The following is a DFT calculation (the ωB97M-V functional and the def2-TZVPD basis) of a structure of composition C25H44IrO2P2 at a distorted geometry.

Its total energy is -1915.9667 Ha. The value obtained for the energy above the lowest of the compared OMol25 structures with the same formula, charge and spin is 93.2 kJ/mol. The LUMO energy (alpha / beta) comes out at -2.62 / -7.10 eV. The orbital gap (alpha / beta) is 4.077 / 3.330 eV.

ORCA input file:
```
! RIJCOSX wB97M-V def2-TZVPD def2/J DEFGRID3
* xyz 1 5
Ir -0.58 -0.42 1.03
P 1.41 -0.13 0.02
P -1.37 0.26 -0.99
O -0.05 -3.10 -0.66
O 0.34 -2.89 -2.88
C -0.03 2.82 -2.39
C -1.49 1.12 3.80
C -0.17 -5.04 -2.03
C 2.38 2.46 -3.32
C 2.80 3.85 -0.57
C 0.11 -3.57 2.32
C 1.47 4.38 -1.16
C 1.79 1.16 1.24
C -1.96 -2.09 1.85
C -0.30 -1.12 3.16
C 3.10 2.41 -0.88
C 0.06 -3.57 -1.85
C -2.73 -3.09 1.06
C -3.70 -0.14 1.84
C 0.98 -0.95 3.91
C 0.32 3.42 -1.23
C -2.40 -0.76 2.22
C 2.77 1.79 -2.03
C 0.87 2.68 -3.59
C 0.41 0.09 -1.51
C -0.68 -2.31 2.43
C 2.59 -1.45 -0.10
C -2.44 1.69 -0.62
C -2.31 -0.86 -2.04
C -1.40 -0.19 3.09
H 0.93 -1.46 4.88
H 0.28 -3.80 1.26
H -2.24 2.03 0.41
H 2.79 3.99 0.53
H 3.61 4.49 -0.96
H -0.59 -5.49 -1.14
H -1.07 2.53 -2.60
H -2.06 1.82 3.18
H 1.15 5.23 -0.53
H -3.49 1.37 -0.69
H -2.92 -3.98 1.68
H -0.44 -4.40 2.77
H 2.74 1.80 -4.13
H 1.81 -1.39 3.34
H 1.28 0.95 2.19
H 3.80 1.93 -0.19
H 1.18 0.11 4.10
H -0.49 1.51 3.97
H 1.07 -3.46 2.85
H 2.92 -1.75 0.91
H 2.87 1.16 1.42
H 3.00 0.72 -2.13
H 2.91 3.42 -3.46
H 0.79 -5.51 -2.27
H -3.03 -1.39 -1.40
H -0.84 -5.18 -2.88
H -4.49 -0.45 2.53
H -2.13 -3.41 0.19
H 0.54 -0.78 -2.17
H 1.70 4.81 -2.15
H 1.44 2.14 0.87
H 0.51 1.84 -4.21
H -2.83 -0.29 -2.82
H 0.76 3.58 -4.23
H 2.12 -2.32 -0.60
H 0.70 1.01 -2.02
H -1.62 -1.59 -2.50
H -2.00 1.05 4.77
H 3.46 -1.10 -0.69
H -3.68 -2.67 0.74
H -3.63 0.95 1.88
H -0.33 3.42 -0.36
H -2.29 2.55 -1.29
H -4.00 -0.45 0.83
*
```